The following is a quantum chemistry calculation of the molecule C23H29N3O4, from the Open Molecules 2025 dataset.

Computed properties:
E_LUMO	0.66	eV
HOMO level	-0.3176	Eh
spin multiplicity	1
maximum force	0.009	hartree/bohr
structure (SMILES)	COc1ccc(C(=O)NC2CCN(CC(=O)NCc3cccc(OC)c3)CC2)cc1
Kohn-Sham gap	9.30	eV
energy above the lowest of the compared OMol25 structures with the same formula, charge and spin	30.88	kcal per mole

The geometry in XYZ format:
```
59
C23H29N3O4 (wB97M-V/def2-TZVPD)
C -0.72435 8.89763 0.88236
H -1.66605 8.49221 1.26608
O -0.47375 8.46612 -0.43355
C -0.33488 7.13613 -0.67112
C -0.09982 6.77527 -2.00087
C 0.05397 5.45294 -2.34514
C -0.00192 4.45122 -1.37612
C -0.24963 4.81246 -0.05801
C -0.41812 6.13967 0.29676
H -0.61937 6.38291 1.32836
H -0.34875 4.05828 0.71013
C 0.16328 3.03860 -1.81943
O -0.15953 2.66028 -2.92984
N 0.71002 2.20912 -0.89666
H 1.03192 2.58428 -0.01925
C 0.94486 0.80395 -1.14375
C 0.24749 -0.06058 -0.09162
C 0.54749 -1.54184 -0.35099
N 1.96758 -1.85264 -0.40511
C 2.63445 -1.02263 -1.39068
C 2.44124 0.48144 -1.16201
H 2.93336 1.04246 -1.95732
H 2.89205 0.77226 -0.20968
H 3.69838 -1.27140 -1.39197
H 2.22141 -1.28795 -2.36922
C 2.60690 -1.86675 0.89902
C 2.11654 -3.05490 1.72632
O 1.97842 -3.00542 2.93038
N 1.91176 -4.15837 0.98000
H 1.94158 -4.02739 -0.02218
C 1.22468 -5.32857 1.48842
C -0.21171 -5.32404 1.03016
C -1.08457 -4.38981 1.56041
C -2.39990 -4.30013 1.10676
C -2.83767 -5.17161 0.11486
C -1.96247 -6.10938 -0.40722
C -0.65576 -6.18677 0.03548
H 0.01759 -6.91861 -0.38519
H -2.31100 -6.78350 -1.17576
H -3.84957 -5.13165 -0.25587
O -3.16131 -3.33422 1.69026
C -4.50248 -3.19862 1.28820
H -4.58051 -2.93996 0.22707
H -5.07566 -4.11061 1.48375
H -4.90838 -2.38461 1.88671
H -0.75938 -3.71699 2.33917
H 1.74058 -6.22770 1.14066
H 1.28308 -5.27191 2.57846
H 2.44946 -0.95874 1.49777
H 3.68468 -1.98870 0.75472
H 0.08280 -2.15570 0.42337
H 0.11720 -1.82933 -1.31586
H -0.83011 0.10293 -0.12554
H 0.59939 0.21915 0.90442
H 0.51669 0.60203 -2.13207
H 0.22155 5.16559 -3.37181
H -0.04963 7.55741 -2.74154
H 0.09256 8.62406 1.55797
H -0.79665 9.98260 0.82738
```